Formula: C3H5KO2
Source: the OMol25 dataset
Level of theory: ωB97M-V/def2-TZVPD

Its energy above the lowest of the compared OMol25 structures with the same formula, charge and spin is 0.2 kcal/mol. The value obtained for the HOMO energy is -0.2376 hartree. The calculation puts the LUMO energy at -0.76 eV.

XYZ file:
```
11
C3H5KO2 | the OMol25 dataset | ωB97M-V/def2-TZVPD
O -0.9195 -0.1140 -0.2746
K 1.0534 -1.5146 0.6802
O 2.0915 1.0062 -0.1011
C 1.6993 1.9983 -0.5241
C -2.0043 0.7245 -0.1355
C -3.2358 0.1275 0.5396
H -1.6897 1.6083 0.4647
H -2.3075 1.0978 -1.1397
H -3.1428 0.1720 1.6363
H -4.1431 0.7032 0.2942
H -3.4165 -0.9001 0.1860
```

Formula: C3H3ClS2
Source: the OMol25 dataset
Level of theory: ωB97M-V/def2-TZVPD

Its energy above the lowest of the compared OMol25 structures with the same formula, charge and spin is 35.9 kcal/mol. The value obtained for the HOMO energy is -0.3278 hartree. As for the SMILES: S=CS/C=C\Cl. The calculation puts the LUMO energy at -0.71 eV.

XYZ file:
```
9
C3H3ClS2 | the OMol25 dataset | ωB97M-V/def2-TZVPD
S -2.8684 0.2457 -0.2198
C -1.8197 -1.0200 -0.0023
S -0.2376 -1.1414 -0.0490
C 0.4234 0.4874 0.1674
C 1.6862 0.7741 -0.1643
Cl 3.0300 -0.4272 -0.1826
H -2.1225 -2.0066 -0.0565
H -0.3889 1.3131 0.4741
H 2.2975 1.7749 0.0331
```

Formula: C4H10N3O
Source: the OMol25 dataset
Level of theory: ωB97M-V/def2-TZVPD

Its energy above the lowest of the compared OMol25 structures with the same formula, charge and spin is 126.8 kcal/mol. The value obtained for the HOMO energy (alpha / beta) is -0.4152 / -0.4168 hartree. The calculation puts the LUMO energy (alpha / beta) at -4.64 / -4.57 eV. The total charge is +1.

XYZ file:
```
18
C4H10N3O | the OMol25 dataset | ωB97M-V/def2-TZVPD
C -0.8336 0.3085 -0.7094
C -0.1141 1.5455 -0.5390
C 0.7985 -0.1441 0.8374
C -0.5544 -2.1068 -0.0108
N 3.0368 0.1251 0.1162
N 0.0075 -0.6911 -0.1679
N 0.8901 1.2879 0.5660
O 3.7425 -0.7713 -0.1224
H -1.7277 0.3787 0.0080
H -1.1807 0.0106 -1.7157
H 0.5981 1.6485 -1.4203
H -0.6843 2.4683 -0.2761
H 0.8889 -0.5814 1.8818
H 0.2707 -2.7199 0.2145
H -1.1640 -2.0385 0.8887
H -0.9945 -2.3522 -0.9627
H 1.9253 1.3805 0.3504
H 0.7391 1.8241 1.3676
```

Formula: CH2BrN2O3
Source: the OMol25 dataset
Level of theory: ωB97M-V/def2-TZVPD

Its energy above the lowest of the compared OMol25 structures with the same formula, charge and spin is 107.7 kcal/mol. The value obtained for the HOMO energy (alpha / beta) is -0.5582 / -0.5746 hartree. The calculation puts the LUMO energy (alpha / beta) at -9.10 / -7.69 eV. The total charge is +1.

XYZ file:
```
9
CH2BrN2O3 | the OMol25 dataset | ωB97M-V/def2-TZVPD
C 1.4776 0.4045 0.2269
N 2.0916 1.5886 0.1030
N 0.1715 0.3202 -0.0706
O 1.3978 2.5770 0.2228
O 3.3128 1.6154 -0.0363
O -0.5990 -0.6791 0.2652
Br 4.3748 -0.5784 -0.0808
H -0.1789 1.2168 -0.5489
H -1.4851 -0.6837 -0.0996
```

Formula: C21H15AsAuCl2O3Ti
Source: the OMol25 dataset
Level of theory: ωB97M-V/def2-TZVPD

Its energy above the lowest of the compared OMol25 structures with the same formula, charge and spin is 62.2 kcal/mol. The value obtained for the HOMO energy (alpha / beta) is -0.6944 / -0.6846 hartree. Its expectation value of S² is 3.80. The calculation puts the LUMO energy (alpha / beta) at -14.98 / -14.68 eV. The total charge is +4. The multiplicity is 4.

XYZ file:
```
44
C21H15AsAuCl2O3Ti | the OMol25 dataset | ωB97M-V/def2-TZVPD
Ti 5.5938 5.2247 -0.0494
Au 2.4874 3.1491 1.3246
Cl 5.7496 3.2677 1.0738
Cl 3.5150 4.4755 -0.3837
C 1.6617 2.0697 2.7668
C 7.3114 5.7004 -0.4858
C 6.1522 6.6363 1.3964
O 0.9312 1.5034 3.5507
O 8.4230 6.0353 -0.7031
O 6.4640 7.6826 1.9508
C -1.2989 -3.6216 -3.5837
C -1.0110 -2.2763 -3.8927
C -0.6737 -1.3679 -2.9023
C -0.6221 -1.7907 -1.5683
C -0.8787 -3.1109 -1.2117
C -1.2232 -4.0184 -2.2196
As 0.1095 -0.3866 -0.3021
C -1.8002 0.5014 -0.4122
C -1.7314 1.8161 -0.9165
C -2.8851 2.5361 -1.2574
C -4.1065 1.8416 -1.0855
C -4.2256 0.5028 -0.6201
C -3.0251 -0.1887 -0.3740
C -0.2014 -1.4356 1.4228
C -1.3885 -1.6198 2.1547
C -1.4456 -2.5858 3.1708
C -0.2881 -3.3043 3.4822
C 0.9171 -3.1508 2.7750
C 0.9514 -2.2324 1.7168
H -1.5841 -4.3727 -4.3710
H -1.0765 -2.0001 -4.9508
H -0.3815 -0.3769 -3.2284
H -0.7410 -3.5155 -0.2061
H -1.4426 -5.0584 -1.9893
H -0.7686 2.3743 -0.8480
H -2.8301 3.6240 -1.5752
H -5.0117 2.3716 -1.3614
H -5.2157 0.0263 -0.4636
H -3.0768 -1.2069 0.0517
H -2.3015 -1.0141 1.9420
H -2.3959 -2.7586 3.7402
H -0.3330 -4.0737 4.2640
H 1.8110 -3.7650 3.0322
H 1.8856 -2.1073 1.1459
```